Computed, not measured: a gas-phase ion, C9H21BF3N4O3 (charge +1) at a distorted geometry, with ωB97M-V/def2-TZVPD.

Results
**HOMO-LUMO gap**: 9.1 eV
**Structure (SMILES)**: [H]/N=C(/N)NCCCC[N@H+](C[C@@H](O)C(F)(F)F)B(O)OC
**LUMO**: -3.0 eV
**Net charge**: +1
**2S+1**: 1

Last column: Mulliken charge in e.
Geometry (Å):
1 H -0.987 -0.788 3.909  0.31
2 N -1.076 0.195 3.638  -0.59
3 C -1.979 0.295 2.782  0.29
4 N -2.285 1.597 2.295  -0.50
5 N -2.788 -0.775 2.256  -0.26
6 C -2.044 -1.926 1.750  -0.81
7 C -1.792 -1.921 0.238  -0.87
8 C -1.269 -0.591 -0.343  0.14
9 C -0.389 -0.871 -1.573  -1.29
10 N 0.803 0.057 -1.684  0.12
11 C 1.779 -0.211 -0.563  -0.82
12 C 3.132 -0.575 -1.196  -0.44
13 O 3.638 0.466 -1.975  -0.50
14 C 4.155 -1.033 -0.154  0.78
15 F 5.033 -1.804 -0.748  -0.28
16 F 3.597 -1.736 0.796  -0.26
17 F 4.804 -0.032 0.352  -0.27
18 B 0.440 1.542 -1.828  0.65
19 O 1.455 2.450 -1.721  -0.44
20 O -0.808 1.947 -2.114  -0.46
21 C -1.441 2.747 -1.093  -0.79
22 H -1.719 1.827 1.494  0.12
23 H -3.274 1.656 2.082  0.32
24 H -3.520 -1.050 2.897  0.27
25 H -1.096 -2.103 2.267  0.32
26 H -2.656 -2.803 1.955  0.38
27 H -2.668 -2.243 -0.320  0.41
28 H -1.042 -2.694 0.049  0.38
29 H -2.133 -0.044 -0.708  0.47
30 H -0.775 0.044 0.393  0.13
31 H -0.970 -0.814 -2.489  0.38
32 H 0.012 -1.882 -1.531  0.56
33 H 1.295 -0.206 -2.548  0.49
34 H 1.450 -1.075 0.003  0.49
35 H 1.868 0.630 0.120  0.36
36 H 2.976 -1.417 -1.873  0.51
37 H 3.743 1.239 -1.400  0.40
38 H 1.358 2.998 -0.927  0.34
39 H -2.290 2.218 -0.677  0.26
40 H -1.772 3.680 -1.541  0.35
41 H -0.769 3.010 -0.270  0.34


Computed, not measured: 6 unconnected molecules or ions with the total composition C9H21Br6N3O6, with ωB97M-V/def2-TZVPD.

Results
**HOMO-LUMO gap**: 10.5 eV
**Structure (SMILES)**: C[N+](=O)[O-].C[N+](=O)[O-].C[N+](=O)[O-].BrCCBr.BrCCBr.BrCCBr
**LUMO**: -0.1 eV
**Net charge**: 0
**2S+1**: 1

Last column: Mulliken charge in e.
Geometry (Å):
1 C 0.144 -2.583 3.424  -0.25
2 N -1.210 -3.165 3.449  0.99
3 O -1.567 -3.789 2.462  -0.52
4 O -1.887 -2.943 4.420  -0.57
5 H 0.081 -1.498 3.406  0.25
6 H 0.679 -2.949 2.561  -0.22
7 H 0.679 -2.860 4.330  0.32
8 C 0.722 0.018 -0.185  0.12
9 N 0.517 0.807 1.054  1.11
10 O -0.095 1.845 0.954  -0.59
11 O 0.944 0.345 2.097  -0.65
12 H 1.122 0.692 -0.943  -0.24
13 H -0.268 -0.286 -0.515  0.04
14 H 1.400 -0.798 0.006  0.12
15 C -2.976 -1.260 -2.565  -0.78
16 N -3.262 -1.406 -1.122  0.83
17 O -4.423 -1.373 -0.774  -0.52
18 O -2.311 -1.591 -0.391  -0.42
19 H -3.803 -0.721 -3.014  0.30
20 H -2.898 -2.262 -2.974  0.31
21 H -2.060 -0.691 -2.671  0.25
22 Br 0.399 -2.993 -1.936  -0.18
23 C 0.557 -4.275 -0.486  -0.13
24 C 1.894 -4.089 0.171  -0.62
25 Br 2.044 -5.315 1.668  -0.13
26 H 0.425 -5.271 -0.893  0.41
27 H -0.248 -4.044 0.207  0.10
28 H 1.982 -3.103 0.624  0.10
29 H 2.753 -4.195 -0.485  0.46
30 Br 2.730 2.375 -1.660  -0.12
31 C 3.029 3.988 -0.606  -0.49
32 C 2.582 3.724 0.807  -0.41
33 Br 2.917 5.297 1.890  -0.13
34 H 2.439 4.781 -1.053  0.25
35 H 4.087 4.197 -0.700  0.44
36 H 3.124 2.910 1.276  0.37
37 H 1.517 3.511 0.847  0.11
38 Br -2.891 1.953 -0.929  -0.16
39 C -2.194 3.699 -1.427  -0.53
40 C -0.750 3.552 -1.737  0.01
41 Br -0.065 5.271 -2.363  -0.16
42 H -2.369 4.317 -0.554  0.36
43 H -2.788 4.062 -2.255  0.45
44 H -0.562 2.831 -2.528  0.39
45 H -0.139 3.284 -0.885  -0.26


Computed, not measured: a molecular structure, C9H21BrClGdO2P2 at a distorted geometry, with ωB97M-V/def2-TZVPD.

Results
**HOMO-LUMO gap (spin up / spin down)**: 7.2 / 3.3 eV
**Expectation value of S²**: 15.805
**LUMO (spin up / spin down)**: -7.1 / -11.6 eV
**Net charge**: +2
**2S+1**: 8

Last column: Mulliken charge in e.
Geometry (Å):
1 C 0.294 -0.110 -5.044  -1.04
2 C 0.268 0.141 -3.576  0.86
3 H 1.328 -0.127 -5.380  0.33
4 H -0.228 0.692 -5.575  0.33
5 H -0.146 -1.084 -5.258  0.35
6 O 1.177 0.368 -2.794  -0.43
7 Cl -1.452 0.093 -2.866  -0.25
8 Gd -0.946 -0.024 0.359  0.57
9 P -0.074 2.623 0.746  0.56
10 C 1.081 3.762 1.554  -1.13
11 C -0.137 3.319 -0.945  -1.17
12 H -0.326 4.414 -0.842  0.44
13 H -1.569 4.494 1.069  0.40
14 H -0.916 2.797 -1.499  0.33
15 H -2.493 2.931 0.908  0.41
16 H 2.088 3.576 1.203  0.39
17 H 0.796 3.053 -1.444  0.37
18 C -1.627 3.416 1.367  -1.23
19 H 0.754 4.802 1.314  0.38
20 H -1.727 3.266 2.449  0.37
21 H 1.102 3.596 2.632  0.37
22 P 0.137 -2.597 1.112  0.51
23 C 1.382 -3.515 2.078  -1.14
24 C -1.329 -3.459 1.858  -1.22
25 H -0.616 -3.201 -1.093  0.38
26 H 0.043 -4.651 -0.171  0.42
27 H 1.125 -3.366 -0.947  0.38
28 C 0.179 -3.575 -0.442  -1.20
29 H -2.241 -3.133 1.352  0.40
30 H -1.175 -4.560 1.723  0.41
31 H 1.159 -4.604 2.004  0.38
32 H 1.378 -3.197 3.121  0.38
33 H -1.447 -3.176 2.910  0.38
34 H 2.374 -3.294 1.707  0.40
35 C 1.163 0.081 1.329  0.39
36 O 2.112 0.155 2.002  -0.23
37 Br -1.492 0.097 3.078  0.15


| no. | E_tot (eV) |
| --- | --- |
| 1 | -30600.6966 |
| 2 | -446676.0638 |
| 3 | -135726.3336 |